DFT (ωB97M-V/def2-TZVPD) results for a structure of composition C6H14N2O6S.

Atoms and positions in Å:
1 O -1.79742 -1.07162 3.34979
2 O -2.46101 -2.58098 1.53401
3 O 0.84411 2.59059 -1.91043
4 O -1.76724 1.45325 -1.14534
5 O 2.63971 1.68713 0.54444
6 O 0.61759 -0.76933 0.54826
7 N -3.05139 -0.65310 1.88717
8 N -1.56635 -0.33958 0.74025
9 C 2.24893 -1.50388 -1.10209
10 C 0.63962 1.66382 -0.79112
11 C -0.53345 0.75022 -1.17601
12 C 1.94345 0.89168 -0.43581
13 C -0.52698 -0.52946 -0.26658
14 C 1.91179 -0.47856 0.09084
15 S -1.66737 -1.43403 1.96607
16 H 0.06782 3.09112 -2.08838
17 H -2.01394 1.60496 -0.17349
18 H 2.19682 1.66879 1.40687
19 H -3.22091 -0.41887 2.88876
20 H -3.59656 -1.43016 1.58175
21 H -2.44345 -0.61520 0.37201
22 H 1.84501 -2.43327 -0.88134
23 H 3.31405 -1.61432 -1.27215
24 H 1.73089 -1.17393 -2.04328
25 H 0.36544 2.28083 0.10890
26 H -0.27086 0.39705 -2.24952
27 H 2.64716 0.97178 -1.34612
28 H -0.75911 -1.41013 -1.03344
29 H 2.66365 -0.59479 0.89595


DFT (ωB97M-V/def2-TZVPD) results for the molecule C6H14N2Si2.

Atoms and positions in Å:
1 C -3.26286 1.15234 -0.00890
2 C 3.30584 -1.22519 -0.00045
3 C -2.53960 0.04435 -0.03405
4 C 2.56657 -0.11587 0.00287
5 C -3.12920 -1.30343 0.07948
6 C 3.15801 1.23213 0.19822
7 N -1.17420 0.10848 -0.05672
8 N 1.15414 -0.13150 -0.11744
9 Si -0.11577 -1.28929 -0.15429
10 Si -0.14820 1.45003 -0.20266
11 H -2.76402 2.06351 -0.04940
12 H -4.25748 0.86749 -0.08577
13 H 2.85659 -2.09568 -0.08751
14 H 4.40346 -1.02372 0.12642
15 H -2.55608 -1.92172 -0.54810
16 H -4.11645 -1.16478 -0.04450
17 H -3.08010 -1.61670 1.07077
18 H 4.25601 1.03405 0.08260
19 H 2.94676 1.68573 1.13695
20 H 2.91496 1.82465 -0.64919
21 H -0.35944 -2.17284 1.18297
22 H -0.40824 -2.07351 -1.31735
23 H -0.30735 2.33181 -1.37685
24 H 0.65667 2.33965 0.85291


DFT (ωB97M-V/def2-TZVPD) results for a structure of composition C6H14N2Si2.

Atoms and positions in Å:
1 C 2.40659 -2.19397 1.90770
2 C 2.58437 -1.30190 1.08703
3 C -2.65648 -1.01640 0.15813
4 C -1.16944 -1.33000 0.11570
5 C -0.35796 -0.83021 -1.07694
6 C -0.30937 0.75545 -0.92303
7 N 2.90477 1.69665 0.98060
8 N 0.79054 1.21579 -0.13914
9 Si 1.39788 2.61949 0.49612
10 Si 2.86080 0.21518 0.10546
11 H 2.43981 -2.89697 2.59694
12 H -2.79249 -0.06141 -0.25540
13 H -3.19865 -1.60756 -0.54087
14 H -3.09273 -1.07817 1.18940
15 H -0.62494 -0.77650 0.95766
16 H -1.08120 -2.39078 0.40557
17 H 0.68454 -1.13555 -0.99929
18 H -0.76594 -1.05919 -2.03897
19 H -1.29693 1.03520 -0.47762
20 H -0.21225 1.26935 -1.87167
21 H 3.72378 2.24096 1.14589
22 H 0.93025 3.35999 1.70380
23 H 1.65198 3.92293 -0.12322
24 H 3.57312 -0.10859 -1.07670


no.,HOMO-LUMO gap (eV),highest occupied orbital energy (eV)
1,7.1,-9.12
2,8.1,-7.86
3,8.1,-8.31